Below is a gas-phase ion, C4H9N (charge +1) in a non-equilibrium geometry, with properties calculated with the ωB97M-V functional and the def2-TZVPD basis.

Relative energy (zero: lowest compared OMol25 entry of this formula, charge and spin), kcal per mole: 19.14
Net charge: +1
LUMO (alpha / beta), eV: -3.29 / -7.82
2S+1: 2
DFT total energy, eV: -5775.607
Max |F|, Eh/bohr: 0.0323

Element x y z (Å)
N  -0.038097  -0.406761  1.210739
C  0.362724  -1.261396  0.159094
C  0.546632  -0.244488  -1.028137
C  -0.474290  0.854037  -0.733423
C  -0.515576  0.906724  0.819298
H  0.446400  -0.475791  2.106752
H  1.269058  -1.816685  0.391489
H  -0.422432  -1.963185  -0.146962
H  1.584628  0.077192  -1.034531
H  0.381758  -0.766794  -1.967596
H  -0.171554  1.805534  -1.156120
H  -1.467996  0.598843  -1.087981
H  0.050102  1.705359  1.296240
H  -1.551358  0.987414  1.171137

Atomic forces in eV per Å
N 0.978 0.822 0.832
C 0.339 0.489 -1.550
C -0.107 -0.907 0.074
C 0.378 0.063 0.666
C -0.818 -0.547 -1.001
H -0.467 -0.286 0.139
H -0.158 -0.126 0.309
H -0.203 -0.061 0.362
H -0.008 0.353 0.111
H -0.107 0.114 -0.051
H -0.115 0.101 -0.025
H 0.004 -0.050 -0.222
H 0.263 -0.134 0.133
H 0.020 0.167 0.223